1.
{"formula": "C39H34Cl2N2O6STeTi", "method": "wB97M-V/def2-TZVPD", "lumo_energy_ev": [2.3, 1.6], "homo_lumo_gap_ha": [0.2359, 0.2117], "s2": 0.778, "spin_multiplicity": 2, "energy_ev": -122555.38881, "max_force_ev_per_a": 1.24, "charge": -1, "species": ["Ti", "N", "C", "C", "O", "O", "H", "H", "H", "H", "C", "C", "C", "C", "C", "O", "C", "C", "C", "C", "C", "C", "C", "O", "C", "C", "C", "N", "C", "C", "Te", "C", "C", "C", "C", "C", "C", "C", "C", "C", "C", "C", "C", "H", "H", "H", "H", "H", "H", "H", "H", "H", "H", "H", "H", "H", "H", "H", "H", "H", "H", "H", "H", "H", "H", "H", "H", "Cl", "C", "Cl", "H", "H", "O", "C", "O", "C", "C", "C", "C", "C", "C", "S", "H", "H", "H", "H"], "positions_angstrom": [[0.020, -0.364, 0.087], [-1.894, 0.185, -0.925], [-2.335, -0.849, -1.873], [-1.494, -2.098, -1.729], [-1.754, -3.126, -2.294], [-0.462, -1.923, -0.896], [-2.603, 0.366, -0.223], [-1.671, 1.096, -1.338], [-2.237, -0.505, -2.898], [-3.370, -1.129, -1.709], [6.515, -2.472, -1.315], [5.147, -2.204, -0.735], [4.788, -2.638, 0.533], [3.523, -2.388, 1.064], [3.188, -2.955, 2.413], [4.016, -3.013, 3.296], [1.802, -3.502, 2.634], [1.054, -3.974, 1.564], [-0.184, -4.565, 1.780], [-0.683, -4.667, 3.071], [0.060, -4.182, 4.147], [1.306, -3.611, 3.928], [2.614, -1.630, 0.352], [1.439, -1.271, 0.908], [2.936, -1.210, -0.951], [4.188, -1.503, -1.468], [1.906, -0.451, -1.701], [1.268, 0.595, -1.017], [2.142, 1.508, -0.241], [3.252, 2.178, -1.059], [2.728, 3.027, -2.957], [4.199, 1.892, -3.964], [3.866, 1.303, -5.185], [4.768, 0.474, -5.844], [6.018, 0.221, -5.292], [6.371, 0.824, -4.091], [5.472, 1.661, -3.436], [1.414, -0.867, -2.992], [1.801, -2.072, -3.598], [1.285, -2.442, -4.829], [0.361, -1.629, -5.482], [-0.038, -0.436, -4.885], [0.480, -0.056, -3.658], [7.140, -3.018, -0.608], [7.027, -1.540, -1.565], [6.453, -3.060, -2.234], [5.488, -3.201, 1.142], [1.432, -3.875, 0.553], [-0.762, -4.924, 0.936], [-1.655, -5.118, 3.241], [-0.329, -4.259, 5.156], [1.907, -3.239, 4.749], [4.418, -1.162, -2.476], [2.614, 0.992, 0.594], [1.488, 2.269, 0.162], [4.031, 1.459, -1.318], [3.694, 2.968, -0.456], [2.883, 1.466, -5.612], [4.479, 0.007, -6.779], [6.711, -0.445, -5.794], [7.351, 0.649, -3.661], [5.771, 2.137, -2.508], [2.493, -2.730, -3.087], [1.595, -3.379, -5.277], [-0.061, -1.934, -6.433], [-0.754, 0.209, -5.384], [0.192, 0.883, -3.199], [0.011, -0.648, 4.114], [-1.505, -1.358, 3.587], [-1.546, -1.868, 1.881], [-2.282, -0.618, 3.686], [-1.674, -2.263, 4.152], [-2.457, 1.218, 2.013], [-1.481, 1.779, 1.567], [-0.404, 1.085, 1.149], [-1.399, 3.266, 1.504], [-1.713, 3.915, 2.705], [-1.641, 5.289, 2.820], [-1.267, 6.021, 1.689], [-0.998, 5.381, 0.494], [-1.060, 3.975, 0.340], [-0.796, 3.259, -1.245], [-2.003, 3.310, 3.558], [-1.863, 5.780, 3.760], [-1.204, 7.103, 1.741], [-0.735, 5.957, -0.385]]}

=====

2.
{"formula": "C39H34ClO12P", "method": "wB97M-V/def2-TZVPD", "lumo_energy_ev": -2.1, "homo_lumo_gap_ha": 0.2456, "spin_multiplicity": 1, "energy_ev": -87364.35945, "smiles": "CC[C@H]([PH4])Cl.O=C1C=CC(=O)C=C1.O=C1C=CC(=O)C=C1.O=C1C=CC(=O)C=C1.O=C1C=CC(=O)C=C1.O=C1C=CC(=O)C=C1.O=C1C=CC(=O)C=C1", "max_force_ev_per_a": 2.76, "charge": 0, "species": ["C", "C", "C", "P", "Cl", "H", "H", "H", "H", "H", "H", "H", "H", "H", "H", "O", "C", "C", "C", "C", "O", "C", "C", "H", "H", "H", "H", "O", "C", "C", "C", "C", "O", "C", "C", "H", "H", "H", "H", "O", "C", "C", "C", "C", "O", "C", "C", "H", "H", "H", "H", "O", "C", "C", "C", "C", "O", "C", "C", "H", "H", "H", "H", "O", "C", "C", "C", "C", "O", "C", "C", "H", "H", "H", "H", "O", "C", "C", "C", "C", "O", "C", "C", "H", "H", "H", "H"], "positions_angstrom": [[-6.191, 1.431, 0.614], [-4.750, 0.767, 0.200], [-3.941, 1.598, -0.989], [-2.873, 3.059, -0.266], [-5.122, 2.395, -2.232], [-6.233, 2.596, 0.374], [-6.355, 1.358, 1.794], [-7.109, 0.855, 0.117], [-4.113, 0.682, 1.206], [-4.894, -0.360, -0.158], [-3.246, 0.868, -1.629], [-3.862, 3.995, -0.786], [-2.893, 2.488, 1.062], [-1.741, 2.709, -1.118], [-2.150, 4.222, 0.265], [0.168, 5.382, 1.600], [-0.222, 5.365, 2.760], [0.349, 4.427, 3.747], [-0.080, 4.408, 5.013], [-1.140, 5.323, 5.479], [-1.530, 5.306, 6.639], [-1.710, 6.261, 4.492], [-1.282, 6.281, 3.226], [1.126, 3.763, 3.390], [0.328, 3.726, 5.750], [-2.488, 6.926, 4.849], [-1.689, 6.963, 2.489], [0.631, -3.802, -3.058], [-0.323, -3.473, -2.367], [-1.402, -4.427, -2.044], [-2.445, -4.066, -1.290], [-2.562, -2.698, -0.747], [-3.516, -2.369, -0.056], [-1.483, -1.744, -1.070], [-0.440, -2.105, -1.823], [-1.301, -5.427, -2.449], [-3.245, -4.753, -1.044], [-1.584, -0.744, -0.665], [0.360, -1.418, -2.069], [2.244, -3.613, 0.596], [2.030, -4.816, 0.637], [2.496, -5.715, -0.437], [2.259, -7.030, -0.392], [1.523, -7.640, 0.733], [1.309, -8.844, 0.774], [1.057, -6.741, 1.807], [1.294, -5.426, 1.762], [3.035, -5.253, -1.255], [2.594, -7.703, -1.172], [0.518, -7.203, 2.625], [0.959, -4.753, 2.542], [7.007, -0.701, -1.474], [6.670, -1.344, -0.490], [5.315, -1.916, -0.375], [4.947, -2.617, 0.702], [5.881, -2.851, 1.822], [5.544, -3.494, 2.806], [7.237, -2.279, 1.706], [7.604, -1.578, 0.630], [4.641, -1.737, -1.204], [3.956, -3.044, 0.803], [7.910, -2.458, 2.536], [8.595, -1.152, 0.529], [-2.752, 1.340, -6.318], [-3.872, 1.584, -6.744], [-4.242, 1.292, -8.143], [-5.466, 1.562, -8.608], [-6.500, 2.162, -7.742], [-7.621, 2.407, -8.168], [-6.131, 2.454, -6.343], [-4.907, 2.184, -5.878], [-3.472, 0.852, -8.765], [-5.753, 1.355, -9.631], [-6.901, 2.895, -5.721], [-4.620, 2.392, -4.855], [6.787, 1.088, 1.957], [5.833, 1.418, 2.648], [4.754, 0.463, 2.971], [3.711, 0.824, 3.725], [3.594, 2.192, 4.268], [2.640, 2.522, 4.959], [4.673, 3.147, 3.945], [5.716, 2.785, 3.191], [4.855, -0.537, 2.566], [2.911, 0.137, 3.971], [4.572, 4.146, 4.350], [6.516, 3.473, 2.946]]}